Below is a 2-piece molecular cluster, C6H11N3O overall at a distorted geometry, with properties calculated with wB97M-V/def2-TZVPD.

The LUMO energy comes out at 0.59 eV. The calculation puts the energy above the lowest of the compared OMol25 structures with the same formula, charge and spin at 43.1 kcal/mol. Its frontier orbital gap is 9.732 eV. As for the SMILES: Cc1c[nH]cn1.CC(N)=O.

Last column: natural (NBO) charge in e.
Positions of all 21 atoms, in Å:
O: 2.828 0.963 2.377  -0.57
N: -0.088 -1.530 -0.838  -0.59
N: -1.896 -0.488 0.086  -0.44
N: 2.294 0.153 0.257  -0.89
C: -0.860 -1.002 -1.855  -0.09
C: -1.911 -0.343 -1.316  0.09
C: 0.683 1.386 1.443  -0.74
C: -2.722 0.749 -1.950  -0.65
C: 2.098 0.840 1.426  0.69
C: -0.846 -1.207 0.347  0.17
H: 3.194 0.121 -0.205  0.39
H: -3.649 0.655 -2.472  0.23
H: -0.474 -0.978 -2.873  0.22
H: 1.717 -0.580 -0.110  0.41
H: -2.080 1.362 -2.576  0.22
H: -0.180 -1.328 1.188  0.20
H: -2.891 1.344 -1.036  0.24
H: 0.422 -2.396 -0.895  0.42
H: -0.015 0.900 0.691  0.23
H: 0.667 2.470 1.458  0.25
H: 0.228 1.197 2.425  0.23

Below is one molecule with the formula C5H10Si at a distorted geometry, with properties calculated with wB97M-V/def2-TZVPD.

The LUMO energy comes out at 0.92 eV. The calculation puts the energy above the lowest of the compared OMol25 structures with the same formula, charge and spin at 23.5 kcal/mol. Its frontier orbital gap is 10.663 eV. As for the SMILES: C#C[Si](C)(C)C.

Last column: natural (NBO) charge in e.
Positions of all 16 atoms, in Å:
Si: -0.081 -0.089 -0.020  1.56
C: -2.724 -0.885 -1.428  -0.20
C: -0.187 0.883 1.626  -1.11
C: 1.069 -1.482 0.314  -1.16
C: 0.867 1.278 -1.183  -1.03
C: -1.690 -0.638 -0.870  -0.45
H: 0.333 2.184 -0.831  0.22
H: 1.529 -2.097 -0.552  0.26
H: 1.009 1.131 -2.268  0.24
H: 0.768 1.239 1.999  0.25
H: 1.931 -1.265 0.900  0.25
H: -0.758 0.343 2.353  0.24
H: -3.533 -1.494 -1.757  0.23
H: 0.390 -2.372 0.713  0.25
H: 1.768 1.354 -0.639  0.21
H: -0.692 1.909 1.645  0.25

Below is one molecule with the formula C4H9NOS at a distorted geometry, with properties calculated with wB97M-V/def2-TZVPD.

The LUMO energy comes out at 0.81 eV. The calculation puts the energy above the lowest of the compared OMol25 structures with the same formula, charge and spin at 43.5 kcal/mol. Its frontier orbital gap is 9.401 eV. As for the SMILES: CC(=O)NCCS.

Last column: natural (NBO) charge in e.
Positions of all 16 atoms, in Å:
S: -1.919 2.247 -1.002  -0.06
O: 1.622 -0.208 -0.245  -0.61
N: -0.393 -0.772 0.365  -0.66
C: 1.549 -0.786 2.094  -0.73
C: 1.034 -0.683 0.709  0.68
C: -0.811 -0.404 -0.959  -0.24
C: -0.489 1.161 -1.313  -0.53
H: 2.317 -0.014 2.068  0.26
H: -0.276 -0.839 -1.806  0.20
H: 0.837 -0.676 2.991  0.24
H: 0.279 1.406 -0.471  0.25
H: 2.004 -1.763 2.381  0.25
H: -1.095 -1.177 0.990  0.40
H: -1.840 -0.582 -1.334  0.22
H: -2.723 1.928 -2.128  0.12
H: -0.095 1.163 -2.340  0.22